# 1
Entry from the Open Molecules 2025 dataset: a 2-piece molecular cluster, C12H28BN4O4P overall in a non-equilibrium geometry (the ωB97M-V functional and the def2-TZVPD basis).

```
50
Properties=species:S:1:pos:R:3:forces:R:3:nbo_charge:R:1
C -2.160649 -0.733728 -0.553032 -1.986 4.792 -1.916 -0.257
C -2.491267 0.461129 -0.942332 0.530 -4.968 0.843 -0.073
C -3.155326 1.788966 -1.568296 -0.530 -0.827 2.098 -0.286
O -2.206973 2.664922 -2.247408 1.802 -2.161 -0.632 -0.536
C -1.228131 1.941250 -3.004332 -0.176 -2.324 -2.989 0.632
O -1.451280 1.032411 -3.849082 0.454 3.895 3.999 -0.525
B -4.502809 1.440254 -2.463590 -0.748 -0.791 -1.742 1.192
O -4.450504 0.479532 -3.581968 -0.261 0.317 3.338 -0.932
N -5.839503 2.093613 -2.227004 1.073 -0.831 -1.293 -0.760
C -5.935658 3.427745 -2.903604 -0.034 1.590 0.718 -0.433
C -6.924326 1.155380 -2.668926 -0.826 -0.008 -0.141 -0.418
H -1.987444 -1.841837 -0.272696 -0.203 2.742 -0.518 0.281
H -3.554979 2.393047 -0.655024 0.990 -0.885 -1.571 0.249
H -0.120375 2.270575 -2.859490 -2.111 0.006 0.175 0.153
H -4.561073 -0.400709 -3.134654 0.493 0.788 -0.983 0.497
H -7.056724 3.693311 -3.070536 2.035 -0.571 0.047 0.215
H -5.309873 3.518140 -3.870362 -1.297 -0.267 1.214 0.194
H -5.530861 4.260086 -2.195294 -0.626 -1.444 -1.141 0.209
H -7.947565 1.588243 -2.325244 1.745 -0.856 -0.359 0.202
H -6.722127 0.130220 -2.156464 -0.673 1.770 -1.023 0.200
H -6.994370 1.039502 -3.821082 0.267 0.004 1.853 0.198
C 3.621536 -0.779337 3.985931 -0.223 0.370 -0.064 -0.411
N 3.488756 -1.767588 2.925588 1.431 -0.536 0.931 -0.802
C 3.477987 -3.103772 3.528430 0.065 -0.023 -0.501 -0.413
P 2.322112 -1.607398 1.673126 1.917 5.673 4.236 2.137
O 1.131829 -1.636740 2.653488 -0.996 -2.684 -2.529 -0.962
N 2.084279 0.002032 1.164358 -1.294 0.645 -0.713 -0.772
C 2.963978 1.121336 1.429850 0.599 -0.144 -0.641 -0.396
C 0.704153 0.476945 1.082087 -0.175 -0.340 0.357 -0.396
N 3.669763 -1.610745 0.501538 -0.479 -2.432 -1.236 -0.641
C 3.335100 -2.456720 -0.651522 -0.104 0.318 -0.522 -0.430
C 5.083854 -1.779647 0.818894 0.302 -0.297 0.535 -0.406
H 4.409122 -1.069742 4.689592 -0.125 -0.286 -0.127 0.194
H 2.693507 -0.637531 4.548648 -0.016 0.049 0.094 0.191
H 3.950973 0.181421 3.594296 -0.182 0.023 -0.095 0.196
H 3.460595 -3.872061 2.745540 -0.086 0.001 0.004 0.188
H 2.603748 -3.252352 4.167882 -0.068 -0.066 0.024 0.198
H 4.384041 -3.277032 4.118110 -0.033 0.171 -0.059 0.193
H 2.760443 1.570922 2.407346 -0.056 -0.005 0.059 0.178
H 2.829951 1.903241 0.674092 -0.119 -0.064 0.015 0.190
H 4.019740 0.850713 1.381408 -0.076 -0.183 0.096 0.203
H 0.327137 0.782603 2.065276 -0.136 0.008 -0.004 0.184
H 0.050226 -0.303055 0.688732 0.115 0.153 0.229 0.212
H 0.614662 1.328253 0.399331 0.285 -0.043 0.010 0.184
H 3.375089 -3.517873 -0.385421 0.096 -0.048 -0.206 0.178
H 4.010248 -2.274982 -1.492877 0.016 -0.002 0.144 0.200
H 2.322500 -2.233293 -1.004925 -0.032 0.020 0.125 0.208
H 5.307765 -2.781493 1.202097 0.187 0.080 0.030 0.187
H 5.433057 -1.035497 1.536766 -0.304 -0.214 0.086 0.214
H 5.695654 -1.622671 -0.077228 -0.427 -0.116 -0.251 0.197
```
Forces are in eV/Å.

Calculated values
HOMO-LUMO gap   7.3 eV
Max |F|   7.34 eV Å⁻¹
Net charge   0
Lowest unoccupied orbital energy   -0.8 eV
HOMO level   -8.12 eV

***

# 2
Entry from the Open Molecules 2025 dataset: C12H28IN2NiO2Se2 as an isolated structure in a non-equilibrium geometry (the ωB97M-V functional and the def2-TZVPD basis).

```
48
Properties=species:S:1:pos:R:3:forces:R:3:lowdin_spin:R:1
Ni -0.156867 0.878987 -0.309427 -0.771 0.306 0.814 1.568
O -1.782167 -2.546412 4.697773 0.272 -0.118 0.500 0.000
C -2.297167 -2.561213 3.392073 -0.081 -0.018 -0.469 0.000
C -1.422467 -1.805513 2.362973 0.037 -0.162 0.258 0.001
C -0.074767 -2.534012 2.249973 -0.265 0.084 -0.787 0.000
O 0.668333 -2.529312 3.452873 0.185 -0.059 0.650 0.003
C -1.249067 -0.365313 2.850173 0.206 0.306 -0.023 0.010
Se 0.296033 0.629887 2.126173 0.310 0.060 0.356 0.115
C -2.160467 -1.867012 1.030473 0.173 0.102 -0.063 0.010
Se -1.152867 -1.312613 -0.562927 -0.178 -0.374 -0.656 0.098
H -0.824167 -2.697212 4.605773 -0.153 0.043 0.049 0.000
H -3.296067 -2.114013 3.437573 0.037 -0.004 -0.058 0.000
H -2.403667 -3.602712 3.043573 -0.093 0.091 -0.040 0.000
H 0.512533 -2.067612 1.449873 -0.184 -0.150 0.133 0.000
H -0.248067 -3.581113 1.982573 0.016 -0.008 0.044 0.000
H 0.909733 -1.602912 3.598373 0.182 0.170 -0.115 0.004
H -1.110367 -0.355313 3.936873 -0.095 0.029 -0.240 0.003
H -2.140567 0.221387 2.617173 0.009 -0.101 0.071 0.001
H -3.060867 -1.249612 1.077373 0.056 -0.077 0.064 0.001
H -2.461267 -2.899813 0.826473 -0.007 0.088 -0.021 0.004
C -0.081967 2.553188 -3.163827 -0.015 0.200 0.066 0.003
N -0.021467 1.169488 -2.712727 0.163 -0.041 -0.139 0.032
C -1.035067 0.418887 -3.440127 -0.189 -0.288 -0.015 0.001
C 1.287133 0.593787 -3.005927 0.315 0.001 0.019 0.002
C 2.369233 1.150288 -2.090627 -0.127 -0.005 -0.438 0.002
N 2.121633 0.806488 -0.696727 0.164 0.042 -0.196 0.019
C 2.513233 -0.576813 -0.450827 0.113 -0.416 0.058 0.002
C 2.919833 1.675088 0.155773 0.058 0.229 0.345 0.003
H 0.188933 2.634088 -4.231627 -0.008 -0.026 0.084 0.001
H 0.586933 3.185688 -2.583127 -0.026 0.040 0.013 0.000
H -1.095667 2.928388 -3.035527 0.022 0.013 0.066 0.000
H -0.880467 0.497187 -4.530527 -0.003 0.058 0.058 0.001
H -2.020567 0.802988 -3.182927 -0.021 -0.038 -0.009 0.000
H -0.998067 -0.630813 -3.147427 -0.073 0.097 -0.029 0.000
H 1.568933 0.787688 -4.059527 -0.043 -0.075 0.128 0.001
H 1.215233 -0.488912 -2.870927 -0.016 0.077 -0.042 0.000
H 2.394333 2.239688 -2.184227 0.046 -0.088 0.049 0.000
H 3.355833 0.772288 -2.418927 -0.134 0.080 0.062 0.000
H 3.555033 -0.751212 -0.767027 0.003 0.082 -0.014 0.000
H 1.856533 -1.262813 -0.984327 -0.008 -0.016 0.096 0.000
H 2.429633 -0.786612 0.613773 -0.149 -0.010 -0.007 0.000
H 3.995133 1.567588 -0.063627 -0.062 -0.007 0.001 0.001
H 2.743533 1.423688 1.202473 0.005 -0.018 -0.059 0.000
H 2.633933 2.717188 0.005573 -0.016 -0.017 -0.021 0.001
I -2.711067 3.032687 1.535873 0.163 -0.180 -0.221 0.009
C -1.681667 2.292088 -0.237427 0.305 -0.084 -0.408 0.084
H -2.515667 1.991988 -0.888127 0.171 0.184 0.097 0.005
H -1.239167 3.218188 -0.633127 -0.294 0.000 -0.012 0.014
```
Forces are in eV/Å.

Calculated values
HOMO-LUMO gap (spin up / spin down)   6.0 / 6.3 eV
Max |F|   1.16 eV Å⁻¹
Multiplicity   3
Net charge   -1
Energy above the lowest of the compared OMol25 structures with the same formula, charge and spin   25.7 kJ/mol
Lowest unoccupied orbital energy (spin up / spin down)   2.7 / 2.7 eV
HOMO level (spin up / spin down)   -3.34 / -3.67 eV